Record 1
9
Properties=species:S:1:pos:R:3:forces:R:3 method="wB97M-V/def2-TZVPD" multiplicity=1 total_charge=0 orbital_gap_ha="0.2509 / 0.2863"
S -1.571573 -0.852494 0.355815 -0.40 0.23 0.50
S -1.016211 2.053625 -0.000759 -0.66 0.01 0.64
P 2.160435 -0.034182 0.519315 -1.05 -1.14 -1.41
C -0.606101 0.408566 -0.348778 0.81 -0.32 -0.40
H 2.590186 -0.405176 -0.873641 -0.46 0.28 1.34
H -0.824590 -1.862164 -0.061854 0.23 -0.35 -0.18
H 1.507524 -1.340579 0.739497 0.65 0.89 -0.19
H -1.836754 1.804215 1.074005 0.55 0.16 -0.56
H -0.402912 0.228191 -1.403598 0.33 0.25 0.26

---

Record 2
20
Properties=species:S:1:pos:R:3:forces:R:3 method="wB97M-V/def2-TZVPD" multiplicity=1 total_charge=0 orbital_gap_ha=0.3731
P 0.000057 -0.346362 -0.629771 -2.55 1.01 1.38
F -1.893628 1.347325 1.049227 -0.28 0.05 0.07
F -3.101037 -1.342225 -0.928031 -0.01 0.23 0.17
F -4.292763 -0.019462 0.341023 0.66 -0.03 -0.11
C 0.876501 1.205499 -0.123660 -0.21 -0.12 -0.07
C 0.411168 2.379546 -0.978539 0.01 -0.01 0.10
C -3.062638 -0.302542 -0.099004 -0.74 -0.19 -0.14
C 1.878011 -2.115046 0.303361 -0.13 0.07 0.01
C 0.540371 -1.500364 0.721038 -0.13 0.09 -0.28
C -1.942677 0.319819 0.190040 3.23 -1.06 -1.00
H 1.803084 -2.548888 -0.693809 0.05 -0.06 -0.02
H 2.665389 -1.364125 0.284819 0.11 0.02 0.00
H 2.169178 -2.899312 0.997264 0.09 -0.06 0.05
H 1.946060 1.033306 -0.277733 -0.03 -0.09 0.02
H 0.718273 1.409351 0.938478 0.04 -0.07 -0.05
H 1.031305 3.255694 -0.804620 0.05 0.08 -0.02
H 0.625031 -0.997005 1.684499 -0.10 0.02 0.00
H -0.212752 -2.286903 0.798363 -0.03 0.06 0.05
H -0.615815 2.646495 -0.737845 -0.06 0.01 -0.03
H 0.456883 2.125201 -2.035094 0.02 0.06 -0.13

---

Record 3
28
Properties=species:S:1:pos:R:3:forces:R:3 method="wB97M-V/def2-TZVPD" multiplicity=1 total_charge=+1 orbital_gap_ha=0.2292
S -0.183352 1.571938 2.892265 0.30 -0.47 -0.10
N 0.580669 2.003101 -2.687036 0.11 -0.49 0.27
C -1.603993 -2.774956 0.776037 -0.10 -0.60 -0.15
C -0.941486 -1.865520 -0.335340 0.08 0.42 -0.23
C 0.084323 -0.845670 0.115512 0.02 -0.64 -1.69
C -0.060085 0.428644 -0.241416 -0.03 -0.18 0.06
C 1.502318 -0.433079 2.036957 0.37 -0.06 -0.22
C -0.830897 -1.030919 2.459491 -1.21 -1.67 0.36
C 1.336681 -1.335808 0.808075 0.01 0.16 -0.02
C -1.396132 -1.987899 1.942645 0.72 1.74 0.75
C 0.011729 3.306111 -2.969289 0.08 0.25 -0.26
C 0.108449 -0.040922 2.409177 -0.07 1.26 1.27
H -1.073372 -3.724257 0.868890 -0.04 0.00 -0.05
H 2.201106 -1.266098 0.147838 0.02 -0.05 0.06
H 2.087161 0.458534 1.811929 0.01 0.01 0.03
H -2.646739 -2.975839 0.539571 0.02 -0.03 0.01
H -0.455679 -2.540101 -1.042572 -0.07 -0.07 -0.04
H 1.986809 -0.951116 2.867587 -0.08 0.11 0.12
H 1.586099 2.057300 -2.573312 -0.08 -0.05 -0.22
H 0.433515 3.781945 -3.862701 -0.11 0.07 0.07
H 0.190523 3.961719 -2.117592 -0.11 0.08 -0.02
H 1.225084 -2.375531 1.108078 0.05 -0.03 0.03
H -1.467730 1.424931 3.244146 -0.10 -0.08 0.02
H -1.739776 -1.337227 -0.855207 0.03 -0.08 -0.04
H 0.697237 1.169427 -0.060654 0.19 0.16 0.04
H -0.939415 0.782557 -0.748311 -0.18 0.06 -0.08
H 0.369221 1.338354 -3.421499 0.19 0.10 -0.02
H -1.062268 3.200379 -3.113271 -0.03 0.11 0.05

---

Short version: ΔE to the lowest compared entry with this formula, charge and spin = 93.6, 0.0, 73.3 kcal per mole, in the order given.
Short version: total energy = -32073.9990, -23823.5333, -22944.0436 eV, in the order given.